# 1
{"formula": "C5H5N", "method": "ωB97M-V with the def2-TZVPD basis set", "largest_force_ev_per_a": 6.42, "smiles": "C#CC#CCN", "relative_energy_kj_mol": 468.3, "lumo_energy_ev": 0.706, "gap_ev": 9.76, "symbols": ["C", "C", "C", "C", "C", "N", "H", "H", "H", "H", "H"], "coordinates": [[2.54154, -0.53972, 2.00889], [1.56861, -0.10370, 1.31495], [0.37909, 0.04923, 0.65670], [-0.66488, 0.21406, 0.00450], [-1.80097, 0.31295, -0.83869], [-1.31837, 0.07828, -2.24069], [3.29180, -0.98807, 2.63166], [-2.49650, -0.56035, -0.66779], [-2.50117, 1.17441, -0.74612], [-0.45445, -0.72485, -1.96230], [-0.75140, 0.95394, -2.44874]], "forces_ev_per_angstrom": [[-4.5, 1.9, -3.1], [4.5, -2.7, 3.7], [-2.9, 0.9, -2.1], [3.4, 0.1, 3.4], [-2.3, -1.5, -1.2], [3.7, -1.0, 1.2], [-0.1, 0.4, -0.3], [0.7, 0.7, 0.2], [1.1, -0.2, 0.0], [-3.1, 3.0, -1.7], [-0.6, -1.5, 0.0]], "nbo_charge": [-0.170, -0.086, -0.098, 0.053, -0.338, -0.771, 0.247, 0.225, 0.234, 0.356, 0.349]}

***

# 2
{"formula": "C5H5N", "method": "ωB97M-V with the def2-TZVPD basis set", "largest_force_ev_per_a": 3.36, "relative_energy_kj_mol": 786.1, "lumo_energy_ev": [0.515, 0.512], "gap_ev": [8.61, 8.60], "symbols": ["C", "C", "C", "C", "C", "N", "H", "H", "H", "H", "H"], "coordinates": [[-1.27770, 1.15039, 0.14255], [-1.65776, 0.10119, -0.51243], [2.18695, 0.07324, 0.21148], [-0.46245, -0.10636, 0.38569], [0.86681, -0.19670, -0.18718], [1.75004, 0.85494, -0.69610], [-1.33038, 2.18262, 0.38207], [-2.29542, -0.40808, -1.18979], [3.03265, -0.14087, 0.81919], [-0.59350, -0.68073, 1.29646], [0.82940, -1.78846, -1.50292]], "forces_ev_per_angstrom": [[-0.1, -1.2, -0.4], [0.8, 0.9, 1.0], [-1.1, 0.2, -0.5], [-1.0, 0.3, 0.0], [1.1, -2.2, -2.3], [0.1, -0.4, 0.5], [-0.1, 0.5, 0.1], [-0.3, -0.2, -0.4], [0.6, 0.1, 0.2], [0.0, 0.0, 0.1], [0.0, 2.1, 1.8]], "nbo_charge": [-0.159, -0.126, 0.058, -0.356, 0.167, -0.284, 0.232, 0.237, 0.220, 0.203, -0.192]}

***

# 3
{"formula": "C5H5N", "method": "ωB97M-V with the def2-TZVPD basis set", "largest_force_ev_per_a": 7.38, "relative_energy_kj_mol": 596.6, "lumo_energy_ev": -0.460, "gap_ev": 7.73, "symbols": ["C", "C", "C", "C", "C", "N", "H", "H", "H", "H", "H"], "coordinates": [[0.50234, 0.41183, -0.09772], [-0.28683, 1.60986, -0.25399], [1.69999, -0.01440, -0.11380], [-0.70327, -0.59964, 0.08696], [-1.57193, 0.64187, 0.07837], [2.89901, -0.21775, 0.08499], [-1.09737, -1.32659, -0.73209], [-0.47796, -1.15978, 1.02105], [-2.15748, 0.64892, 0.99291], [-2.44191, 0.60516, -0.60970], [3.63542, -0.59949, -0.45698]], "forces_ev_per_angstrom": [[-5.0, -1.1, -0.9], [-1.4, -0.9, 0.7], [7.4, 0.2, 0.3], [0.7, -1.2, -0.7], [-0.2, 0.4, 0.0], [-3.8, 0.2, 0.4], [1.6, 1.0, 1.1], [-1.0, 0.3, -0.4], [0.4, 1.1, 0.7], [0.9, 0.3, -0.4], [0.3, -0.2, -0.7]], "nbo_charge": [-0.455, 0.102, 0.598, -0.383, -0.552, -0.607, 0.211, 0.203, 0.237, 0.227, 0.419]}

***

# 4
{"formula": "C5H5N", "method": "ωB97M-V with the def2-TZVPD basis set", "largest_force_ev_per_a": 1.11, "smiles": "CC#CCC#N", "relative_energy_kj_mol": 186.7, "lumo_energy_ev": 0.772, "gap_ev": 10.92, "symbols": ["C", "C", "C", "C", "C", "N", "H", "H", "H", "H", "H"], "coordinates": [[-2.23113, -0.23922, -0.59553], [-0.91703, 0.03446, -0.02032], [0.17606, 0.23042, 0.44391], [1.57412, 0.37703, 0.86103], [2.44449, -0.14194, -0.20920], [3.08371, -0.56238, -1.07525], [-2.64250, 0.65760, -1.06662], [-2.92787, -0.57836, 0.17539], [-2.15538, -1.02354, -1.35563], [1.82466, 1.42673, 1.05725], [1.77085, -0.18081, 1.78497]], "forces_ev_per_angstrom": [[-0.1, 0.0, 0.0], [0.5, 0.1, 0.3], [-0.6, -0.1, -0.3], [0.0, 0.0, 0.0], [0.6, -0.3, -0.7], [-0.5, 0.4, 0.9], [0.0, -0.1, 0.1], [0.1, 0.1, -0.1], [0.0, 0.1, 0.1], [0.0, -0.2, -0.1], [0.0, 0.1, -0.2]], "nbo_charge": [-0.687, 0.058, -0.051, -0.558, 0.293, -0.312, 0.239, 0.239, 0.242, 0.268, 0.269]}

***

# 5
{"formula": "C5H5N", "method": "ωB97M-V with the def2-TZVPD basis set", "largest_force_ev_per_a": 3.52, "smiles": "C1=CC1[C@@H]1C=N1", "relative_energy_kj_mol": 499.1, "lumo_energy_ev": 1.145, "gap_ev": 10.52, "symbols": ["C", "C", "C", "C", "C", "N", "H", "H", "H", "H", "H"], "coordinates": [[-1.78036, 0.57661, -0.12411], [-1.49168, -0.62159, 0.25171], [-0.40725, 0.42717, 0.45472], [0.86756, 0.35720, -0.37559], [1.83154, -0.71130, -0.09762], [2.15837, 0.38966, 0.32817], [-2.35141, 1.17005, -0.68966], [-1.60322, -1.64238, 0.17972], [-0.22703, 0.88113, 1.46942], [1.02502, 0.94311, -1.28851], [1.97847, -1.76966, -0.10823]], "forces_ev_per_angstrom": [[2.2, -2.1, 1.3], [1.0, 2.2, 0.1], [0.3, 0.5, 0.9], [-0.6, 0.3, -0.9], [-1.6, -0.7, -1.0], [1.9, 0.9, 2.2], [-2.1, 2.1, -1.8], [-0.5, -1.9, 0.1], [-0.1, -0.7, -0.8], [-1.0, -0.4, -0.1], [0.7, -0.3, 0.1]], "nbo_charge": [-0.155, -0.162, -0.281, -0.178, 0.068, -0.302, 0.206, 0.216, 0.192, 0.186, 0.212]}

***

# 6
{"formula": "C5H5N2", "method": "ωB97M-V with the def2-TZVPD basis set", "charge": 1, "largest_force_ev_per_a": 4.62, "relative_energy_kj_mol": 6.3, "lumo_energy_ev": [-4.505, -7.857], "multiplicity": 3, "gap_ev": [6.96, 8.41], "symbols": ["C", "C", "C", "C", "C", "N", "N", "H", "H", "H", "H", "H"], "coordinates": [[-1.26087, -0.94793, 0.05012], [0.14195, -1.23832, -0.05005], [-1.45040, 0.39432, 0.07284], [0.73820, -0.03831, -0.15785], [-0.15196, 1.12243, -0.05145], [3.49443, 0.14760, 0.04091], [2.40596, 0.03631, 0.02716], [-2.01390, -1.71141, 0.12706], [0.58887, -2.21457, -0.06000], [-2.39232, 0.90791, 0.14534], [-0.15433, 1.76306, -0.94084], [0.05436, 1.77891, 0.79674]], "forces_ev_per_angstrom": [[2.8, -3.1, 0.3], [-3.4, -3.0, 0.8], [-0.7, 2.5, 0.0], [3.3, 2.2, -2.0], [0.0, 1.4, 0.0], [0.9, 0.1, -0.9], [-2.8, 0.0, 1.9], [-0.2, -0.1, -0.1], [0.0, -0.1, -0.2], [-0.1, 0.1, 0.2], [0.2, 0.0, 0.0], [0.0, 0.0, 0.1]], "lowdin_spin": [0.220, 0.304, 0.482, 0.541, 0.105, 0.148, 0.129, 0.003, 0.011, 0.020, 0.024, 0.013]}

***

# 7
{"formula": "C5H5N2O3", "method": "ωB97M-V with the def2-TZVPD basis set", "charge": -1, "largest_force_ev_per_a": 4.18, "smiles": "COc1c([O-])[nH]cnc1=O", "relative_energy_kj_mol": 98.0, "lumo_energy_ev": 3.834, "gap_ev": 6.72, "symbols": ["C", "O", "C", "C", "O", "N", "C", "N", "C", "O", "H", "H", "H", "H", "H"], "coordinates": [[0.20122, -1.85680, 1.42115], [0.59394, -1.31011, 0.15308], [-0.17207, -0.29316, -0.39337], [0.31887, 0.25096, -1.55110], [1.37256, 0.01149, -2.13386], [-0.61195, 1.28762, -2.09907], [-1.78342, 1.54173, -1.49943], [-2.25587, 1.02672, -0.44362], [-1.51457, 0.03725, 0.15715], [-2.09939, -0.60663, 1.03942], [1.02158, -2.50663, 1.59566], [-0.68060, -2.64600, 1.24510], [-0.14402, -1.30250, 2.28550], [-0.20101, 1.85096, -2.81096], [-2.29916, 2.23404, -2.15407]], "forces_ev_per_angstrom": [[-2.1, -3.1, -1.9], [-0.5, 0.5, 1.1], [-2.2, 0.0, 1.7], [-0.9, 1.6, -0.5], [0.5, 0.2, -0.7], [1.9, -2.4, 1.5], [0.6, 1.1, -1.9], [-0.6, 0.8, -0.4], [1.0, -1.7, -0.4], [0.5, 0.0, 0.4], [1.1, -0.3, 0.9], [1.5, 1.7, 0.3], [0.4, 0.9, -0.4], [-0.2, 0.3, -0.5], [-0.9, 0.5, 0.6]], "nbo_charge": [-0.241, -0.515, -0.060, 0.534, -0.724, -0.620, 0.292, -0.550, 0.544, -0.705, 0.159, 0.158, 0.193, 0.396, 0.139]}

***

# 8
{"formula": "C5H5N3", "method": "ωB97M-V with the def2-TZVPD basis set", "largest_force_ev_per_a": 7.52, "smiles": "[H]/N=c1\\cccncn1", "relative_energy_kj_mol": 268.9, "lumo_energy_ev": -0.526, "gap_ev": 8.45, "symbols": ["H", "N", "C", "C", "C", "C", "N", "C", "N", "H", "H", "H", "H"], "coordinates": [[2.37675, 0.30551, 1.11168], [2.09061, -0.52018, 0.69828], [1.11966, -0.19330, -0.05837], [0.82704, 1.07632, -0.59821], [-0.37832, 1.61946, -0.20708], [-1.38082, 0.75400, 0.45655], [-1.59714, -0.45280, 0.37653], [-1.03532, -1.31850, -0.34608], [0.25873, -1.18740, -0.50642], [1.58614, 1.62744, -1.00920], [-0.58075, 2.68658, -0.22902], [-2.14624, 1.29561, 1.09349], [-1.41475, -2.42030, -0.42657]], "forces_ev_per_angstrom": [[1.8, 2.2, 0.9], [-1.6, -1.7, -0.4], [-0.5, -3.1, -0.1], [-3.6, 1.9, 1.5], [0.9, -1.5, -0.2], [-0.5, 5.2, 0.9], [-5.5, -0.1, 2.8], [6.0, -4.3, -1.3], [0.1, -2.0, -1.5], [1.7, 1.4, -1.1], [0.0, -0.2, -0.3], [1.1, -0.2, -0.5], [0.2, 2.4, -0.6]], "nbo_charge": [0.328, -0.627, 0.346, -0.182, -0.231, 0.131, -0.461, 0.256, -0.404, 0.221, 0.230, 0.180, 0.214]}

***

# 9
{"formula": "C5H5N3", "method": "ωB97M-V with the def2-TZVPD basis set", "largest_force_ev_per_a": 13.30, "smiles": "CC(N)=C(C#N)C#N", "relative_energy_kj_mol": 322.3, "lumo_energy_ev": 0.280, "gap_ev": 9.06, "symbols": ["C", "C", "N", "C", "C", "N", "C", "N", "H", "H", "H", "H", "H"], "coordinates": [[-0.94094, 1.16723, 0.20352], [0.31451, 0.27940, -0.23542], [1.39778, 0.78630, -0.10307], [-0.07321, -1.08532, -0.35087], [-1.30432, -1.49880, -0.25104], [-2.43497, -1.91659, 0.04233], [1.18205, -1.68744, 0.14085], [2.13626, -2.28915, 0.15637], [-1.76316, 0.62941, 0.19775], [-1.07529, 1.47400, 1.27712], [-1.12630, 2.12961, -0.54300], [2.12483, 0.19069, -0.48243], [1.56277, 1.82067, -0.05212]], "forces_ev_per_angstrom": [[3.3, 4.6, -1.8], [-13.2, -1.1, 1.6], [8.4, 4.1, -0.6], [8.6, 3.3, 0.8], [-11.6, -4.9, 3.1], [6.9, 2.6, -2.3], [-4.6, -1.1, -2.3], [3.3, -1.2, 0.9], [-4.0, -2.8, -1.1], [1.6, 0.2, -0.8], [0.6, -2.3, 2.1], [1.0, 0.4, 0.4], [-0.4, -1.7, 0.0]], "nbo_charge": [-0.665, 0.417, -0.698, -0.456, 0.250, -0.331, 0.258, -0.325, 0.233, 0.251, 0.216, 0.419, 0.430]}

***

# 10
{"formula": "C5H5N3O", "method": "ωB97M-V with the def2-TZVPD basis set", "largest_force_ev_per_a": 7.76, "relative_energy_kj_mol": 713.9, "lumo_energy_ev": -1.672, "gap_ev": 8.44, "symbols": ["C", "C", "C", "C", "C", "H", "H", "H", "H", "H", "N", "N", "N", "O"], "coordinates": [[-2.32512, -1.09172, 0.33192], [-0.86566, -0.65840, 0.14619], [1.41667, -1.28295, -0.35401], [0.65171, 1.40046, 0.34793], [-0.67652, 0.81644, -0.25480], [-2.99328, -0.18476, -0.31005], [-2.69957, -2.27357, -0.51097], [-2.87041, -1.22453, 1.56418], [1.70784, -2.07563, -1.17361], [0.44402, 2.48831, 0.70829], [0.08436, -1.41516, 0.09723], [2.27020, -0.36407, -0.22185], [1.85081, 0.86567, 0.51820], [-1.52909, 1.82026, -0.54204]], "forces_ev_per_angstrom": [[-4.5, -0.5, -1.2], [-3.9, 2.4, -1.3], [-1.1, -1.1, -2.5], [1.2, -0.6, -0.3], [-2.1, 6.7, 0.8], [1.9, -2.7, 2.3], [1.6, 3.6, 3.0], [2.1, 0.4, -4.2], [-0.6, 1.1, 2.2], [0.7, -2.1, -0.4], [3.6, -3.1, 0.1], [-1.1, 2.6, 1.5], [-1.7, 0.0, -1.1], [4.0, -6.6, 1.0]], "nbo_charge": [-0.699, 0.216, 0.227, -0.018, 0.412, 0.267, 0.249, 0.282, 0.208, 0.237, -0.413, -0.250, -0.224, -0.495]}

***

# 11
{"formula": "C5H5N3O2", "method": "ωB97M-V with the def2-TZVPD basis set", "largest_force_ev_per_a": 1.98, "smiles": "N#CC[C@H](C#N)CON=O", "relative_energy_kj_mol": 370.1, "lumo_energy_ev": -0.635, "gap_ev": 10.49, "symbols": ["N", "C", "C", "C", "C", "N", "C", "O", "N", "O", "H", "H", "H", "H", "H"], "coordinates": [[0.21507, 2.23923, 1.84093], [-0.48745, 1.65293, 1.14842], [-1.26960, 1.07242, -0.01789], [-0.77741, -0.36619, -0.41865], [-1.50424, -1.43261, 0.38840], [-1.93718, -2.26948, 1.04212], [0.74162, -0.58808, -0.16207], [1.54547, 0.36609, -0.86400], [2.80692, -0.21539, -1.13923], [3.36594, -0.55054, -0.17056], [-2.31307, 0.97003, 0.32359], [-1.28757, 1.75610, -0.88253], [-1.00199, -0.45711, -1.49725], [0.89015, -0.57802, 0.93657], [0.96306, -1.62901, -0.47254]], "forces_ev_per_angstrom": [[-0.1, -0.2, 0.4], [-0.4, 0.0, -1.9], [-0.2, -0.4, 1.3], [0.0, 0.3, 0.3], [1.0, 1.1, -1.0], [-0.2, 0.0, 0.0], [-0.8, -0.8, 0.9], [-1.3, -0.7, -0.1], [1.3, 0.4, 0.4], [-0.4, -0.2, -0.5], [0.3, 0.2, -0.2], [0.4, -0.2, 0.5], [0.0, -0.3, 0.6], [0.2, 0.3, -0.5], [0.1, 0.6, -0.1]], "nbo_charge": [-0.293, 0.262, -0.487, -0.306, 0.263, -0.287, -0.109, -0.427, 0.410, -0.229, 0.261, 0.267, 0.261, 0.209, 0.204]}

***

# 12
{"formula": "C5H5N3O4", "method": "ωB97M-V with the def2-TZVPD basis set", "largest_force_ev_per_a": 5.82, "smiles": "C=CCN=C=C([N+](=O)[O-])[N+](=O)[O-]", "relative_energy_kj_mol": 745.7, "lumo_energy_ev": -0.536, "gap_ev": 9.74, "symbols": ["C", "C", "C", "N", "C", "C", "N", "O", "O", "N", "O", "O", "H", "H", "H", "H", "H"], "coordinates": [[-0.04241, -0.70344, 1.08063], [0.60111, 0.31974, 0.53746], [0.23608, 0.74697, -0.86414], [-1.12093, 0.52374, -1.26265], [-2.19815, 0.22507, -0.86894], [-3.39042, -0.08101, -0.37601], [-4.02725, -1.32039, -0.32062], [-3.34239, -2.19580, -0.88870], [-5.08137, -1.54696, 0.22762], [-4.05083, 1.11187, 0.19783], [-3.81981, 2.17814, -0.28339], [-4.67758, 0.93554, 1.19011], [0.17194, -1.22541, 1.86362], [-0.93052, -0.99140, 0.60166], [1.40245, 0.88231, 0.90180], [0.48152, 1.77575, -1.17736], [0.54333, 0.06671, -1.69018]], "forces_ev_per_angstrom": [[-0.5, 3.5, -4.0], [-1.1, -0.7, -1.3], [-0.5, -0.5, -1.6], [-3.0, 0.7, 0.7], [2.0, -0.5, -0.6], [-1.5, 2.3, 0.5], [0.9, -2.5, -0.6], [-0.4, 0.4, 0.3], [0.3, 0.8, -0.3], [0.5, -1.4, 0.4], [0.6, 1.5, -1.3], [-1.3, -0.4, 1.5], [1.5, -2.5, 5.0], [-0.9, -0.9, -0.7], [1.4, 0.2, 0.9], [0.0, -0.5, 0.4], [1.8, 0.4, 0.8]], "nbo_charge": [-0.316, -0.204, -0.275, -0.295, 0.526, -0.123, 0.510, -0.426, -0.320, 0.547, -0.380, -0.335, 0.197, 0.182, 0.216, 0.244, 0.253]}